{"formula": "C21H39ClFN5O4", "method": "ωB97M-V/def2-TZVPD", "energy_ha": -1958.31112, "homo_lumo_gap_ha": 0.3456, "smiles": "CCO[C@@](Cl)(C#N)[C@@](C#N)(CCF)CC(C)C.CN(C)C=O.CN(C)C=O.CN(C)C=O", "e_homo_ev": -8.777, "symbols": ["C", "C", "O", "C", "Cl", "C", "N", "C", "C", "N", "C", "C", "F", "C", "C", "C", "C", "H", "H", "H", "H", "H", "H", "H", "H", "H", "H", "H", "H", "H", "H", "H", "H", "H", "H", "C", "N", "C", "C", "O", "H", "H", "H", "H", "H", "H", "H", "C", "N", "C", "C", "O", "H", "H", "H", "H", "H", "H", "H", "C", "N", "C", "C", "O", "H", "H", "H", "H", "H", "H", "H"], "coordinates": [[-1.05144, 0.56110, 1.12787], [-1.70106, 1.06557, -0.15791], [-2.81499, 0.27436, -0.60292], [-4.09599, 0.74327, -0.32825], [-4.30153, 1.37382, 1.32190], [-4.33639, 1.89553, -1.24746], [-4.52442, 2.79854, -1.92980], [-5.08276, -0.40093, -0.73062], [-4.61504, -0.76793, -2.09092], [-4.25064, -1.09715, -3.12994], [-4.96903, -1.72783, 0.09664], [-4.09297, -1.78927, 1.33602], [-4.83309, -1.55719, 2.49995], [-6.56937, -0.00505, -0.98487], [-7.47310, 0.62803, 0.09243], [-7.37211, 2.16256, 0.21707], [-7.49742, -0.04911, 1.46118], [-1.26683, -0.48833, 1.30256], [-1.28863, 1.18725, 1.98544], [0.02537, 0.62683, 0.98701], [-0.95691, 0.95835, -0.94666], [-1.92544, 2.13099, -0.10856], [-5.96691, -2.02874, 0.40878], [-4.63402, -2.52861, -0.55876], [-3.69591, -2.80278, 1.42905], [-3.24696, -1.11315, 1.33552], [-6.61677, 0.63503, -1.86688], [-7.05259, -0.93560, -1.28948], [-8.48233, 0.47083, -0.29749], [-6.88601, 2.61879, -0.64083], [-6.90311, 2.46891, 1.14922], [-8.38160, 2.57657, 0.25025], [-6.64046, 0.17803, 2.08697], [-8.37433, 0.33604, 1.98899], [-7.66611, -1.12263, 1.38444], [0.16396, -2.68504, -3.15303], [1.04923, -2.08782, -2.17128], [2.47603, -2.01581, -2.44618], [0.59406, -1.59280, -1.00980], [1.28754, -1.07293, -0.15248], [0.44679, -3.72428, -3.33163], [0.22144, -2.13674, -4.09475], [-0.86331, -2.65578, -2.79527], [3.02888, -2.55505, -1.67701], [2.80489, -0.97634, -2.43253], [2.68487, -2.45218, -3.41896], [-0.50095, -1.69524, -0.89837], [4.41595, 2.24822, -0.28837], [5.19822, 1.68930, -1.37408], [5.22581, 2.39002, -2.64615], [5.90039, 0.54365, -1.27011], [6.54546, 0.06271, -2.19207], [3.36756, 2.32485, -0.58803], [4.78489, 3.24547, -0.03615], [4.48834, 1.61475, 0.58786], [4.84103, 1.74799, -3.43999], [6.24898, 2.66570, -2.90490], [4.61517, 3.28712, -2.57781], [5.85635, 0.06075, -0.27653], [9.19499, -0.76801, 3.21497], [7.84140, -0.25866, 3.11112], [7.04523, -0.10185, 4.31776], [7.29405, 0.07479, 1.93287], [6.16128, 0.50544, 1.79256], [9.18853, -1.76651, 3.65569], [9.79824, -0.10893, 3.84199], [9.64686, -0.82338, 2.22721], [6.14148, -0.70767, 4.25162], [6.74704, 0.93980, 4.43730], [7.62939, -0.41350, 5.17960], [7.97079, -0.07815, 1.07500]], "mulliken_charge": [-1.092, -0.382, -0.283, 0.996, -0.084, -0.260, -0.557, 2.360, -0.510, -0.653, -1.005, -0.295, -0.338, -2.545, 0.925, -1.555, -1.590, 0.222, 0.332, 0.360, 0.440, 0.338, 0.417, 0.632, 0.385, 0.015, 0.457, 0.647, 0.433, 0.377, 0.309, 0.417, 0.226, 0.508, 0.342, -0.915, 0.130, -0.967, 0.325, -0.622, 0.357, 0.341, 0.265, 0.285, 0.303, 0.387, 0.109, -0.942, 0.136, -0.995, 0.050, -0.669, 0.349, 0.336, 0.326, 0.280, 0.292, 0.411, 0.418, -0.921, 0.132, -0.955, 0.232, -0.638, 0.339, 0.334, 0.311, 0.295, 0.292, 0.378, 0.221]}


{"formula": "C21H39N3", "method": "ωB97M-V/def2-TZVPD", "energy_ha": -987.84457, "homo_lumo_gap_ha": 0.3391, "smiles": "CCC[C@@H](CN[C@@H](CNC)C(C)C)NCCCCc1ccccc1", "e_homo_ev": -8.315, "symbols": ["C", "C", "C", "C", "C", "N", "C", "C", "N", "C", "C", "C", "C", "N", "C", "C", "C", "C", "C", "C", "C", "C", "C", "C", "H", "H", "H", "H", "H", "H", "H", "H", "H", "H", "H", "H", "H", "H", "H", "H", "H", "H", "H", "H", "H", "H", "H", "H", "H", "H", "H", "H", "H", "H", "H", "H", "H", "H", "H", "H", "H", "H", "H"], "coordinates": [[-0.18656, -4.53206, 2.31436], [-0.01196, -3.99700, 0.89879], [-0.94686, -2.82497, 0.61315], [-0.68378, -2.22090, -0.77192], [-1.76458, -1.18066, -1.14557], [-1.59432, 0.00436, -0.32851], [-2.26710, 1.20612, -0.78887], [-3.78769, 1.12885, -0.54888], [-4.07596, 0.90670, 0.85635], [-5.48344, 0.69351, 1.11765], [-1.58937, 2.41875, -0.11606], [-2.26125, 3.74144, -0.47922], [-0.11651, 2.46336, -0.52005], [0.64719, -1.64358, -0.77449], [1.25280, -1.45994, -2.07915], [2.54743, -0.66339, -1.93747], [3.53074, -1.35460, -0.99509], [4.60936, -0.39472, -0.48052], [4.00543, 0.73024, 0.31233], [3.36006, 0.47169, 1.51644], [2.77068, 1.49362, 2.23711], [2.82174, 2.79542, 1.76748], [3.46542, 3.06590, 0.57303], [4.04963, 2.03928, -0.14871], [0.48474, -5.36868, 2.49448], [0.02968, -3.75561, 3.04486], [-1.20804, -4.87279, 2.47174], [1.01451, -3.65972, 0.75179], [-0.20619, -4.79706, 0.18088], [-0.78877, -2.05318, 1.36781], [-1.98537, -3.15733, 0.67424], [-0.70916, -3.02746, -1.51514], [-1.62613, -0.88673, -2.19109], [-2.75950, -1.64573, -1.05888], [-1.90759, -0.18498, 0.61899], [-2.10484, 1.28859, -1.87162], [-4.17664, 0.26463, -1.09829], [-4.28854, 2.02251, -0.95686], [-3.75098, 1.70441, 1.39537], [-5.80079, -0.21620, 0.60613], [-6.12490, 1.52034, 0.77450], [-5.62937, 0.55872, 2.18820], [-1.63541, 2.27768, 0.96894], [-3.26076, 3.81927, -0.05878], [-1.67259, 4.57125, -0.09384], [-2.33161, 3.84687, -1.56006], [-0.02196, 2.63432, -1.59036], [0.36705, 1.52301, -0.27460], [0.40133, 3.26242, 0.00485], [0.58170, -0.74408, -0.30245], [1.46611, -2.45430, -2.48816], [0.59319, -0.93711, -2.79303], [2.99905, -0.52201, -2.92163], [2.30146, 0.32329, -1.53741], [4.00445, -2.19415, -1.50779], [2.96510, -1.75162, -0.15232], [5.17159, 0.00961, -1.32504], [5.30456, -0.95249, 0.15260], [3.32035, -0.54068, 1.89171], [2.27041, 1.27549, 3.16972], [2.36364, 3.59476, 2.33187], [3.51167, 4.07901, 0.19965], [4.54744, 2.25835, -1.08320]], "mulliken_charge": [-1.374, -0.096, -1.081, -0.253, -1.109, 0.281, -0.889, -1.553, -0.202, -0.987, 0.708, -1.871, -1.162, 0.244, -0.740, -0.278, 0.053, -1.423, 0.581, -0.219, -0.696, -0.473, -0.546, -0.280, 0.411, 0.320, 0.327, 0.062, 0.303, 0.331, 0.472, 0.660, 0.449, 0.286, 0.433, 0.711, 0.585, 0.590, 0.244, 0.329, 0.315, 0.330, 0.341, 0.399, 0.465, 0.354, 0.296, -0.172, 0.498, 0.051, 0.338, 0.283, 0.369, 0.002, 0.373, -0.136, 0.369, 0.396, 0.433, 0.403, 0.423, 0.392, 0.332]}


{"formula": "C21H39NP2Pb", "method": "ωB97M-V/def2-TZVPD", "energy_ha": -1753.52987, "homo_lumo_gap_ha": [0.1043, 0.0986], "e_homo_ev": [-5.534, -5.535], "symbols": ["P", "P", "C", "C", "H", "H", "H", "H", "C", "H", "H", "H", "C", "H", "H", "H", "C", "H", "H", "H", "C", "H", "H", "H", "Pb", "C", "C", "C", "C", "C", "C", "C", "C", "C", "H", "H", "H", "H", "H", "H", "H", "H", "H", "H", "H", "H", "H", "H", "H", "C", "C", "C", "C", "C", "C", "N", "H", "H", "H", "H", "H", "H", "H", "H"], "coordinates": [[1.45955, -1.95886, -1.11594], [0.70146, 1.60829, -0.82024], [1.41553, -0.69426, -2.35287], [1.72533, 0.74017, -2.24069], [-1.39585, -0.45968, -2.57974], [0.87382, -1.01151, -3.25822], [2.79201, 0.99532, -2.06486], [1.37252, 1.24974, -3.15668], [-0.08477, 2.90371, -1.90651], [-0.73898, 3.54287, -1.29699], [-0.68873, 2.46183, -2.70604], [0.68903, 3.54268, -2.35966], [1.85125, 2.80331, 0.00428], [1.65910, 3.81799, -0.38240], [2.90601, 2.53945, -0.15945], [1.64160, 2.77889, 1.08821], [0.31465, -3.13868, -1.97672], [0.03998, -4.00441, -1.36012], [0.80857, -3.47906, -2.90083], [-0.60952, -2.60443, -2.23602], [3.05453, -2.87919, -1.32047], [3.80560, -2.14684, -1.65437], [2.90448, -3.66304, -2.08873], [3.38727, -3.35702, -0.37987], [1.87433, -0.26687, 0.76638], [-2.54562, 0.87368, -1.37508], [-2.20926, 0.29159, -2.67078], [-3.40921, -0.33616, -3.43182], [-4.06978, -1.47591, -2.62950], [-3.09447, -2.40820, -1.97453], [-2.52023, -2.32371, -0.76976], [-2.45007, -1.16085, 0.16440], [-3.11281, 0.19190, -0.23376], [1.83102, -1.69186, 2.50464], [-2.42385, 1.95258, -1.24515], [-1.82221, 1.07995, -3.33672], [-3.04204, -0.74937, -4.38720], [-4.17345, 0.43701, -3.64196], [-4.82139, -1.07684, -1.92434], [-4.63737, -2.09344, -3.34653], [-2.90255, -3.31678, -2.56206], [-2.05889, -3.23861, -0.35098], [-1.38998, -0.95947, 0.40472], [-2.89618, -1.46856, 1.12369], [-4.20709, 0.07479, -0.28841], [-2.95082, 0.86559, 0.63202], [2.79162, -2.23293, 2.55692], [1.00568, -2.37929, 2.25720], [1.64044, -1.13217, 3.43664], [3.97893, 1.78351, 3.72603], [2.52560, 1.83972, 3.95673], [1.89483, 2.13684, 5.19876], [0.52611, 1.86965, 5.02789], [0.36918, 1.40149, 3.68949], [-0.85365, 0.81476, 3.10650], [1.57871, 1.45763, 3.04111], [4.37082, 0.78203, 3.96893], [4.48379, 2.49318, 4.39382], [4.25321, 2.02641, 2.69169], [2.41355, 2.46323, 6.09086], [-0.27635, 1.93767, 5.74968], [-0.62895, -0.09108, 2.51679], [-1.52760, 0.51519, 3.92214], [-1.39847, 1.52640, 2.46644]], "mulliken_charge": [1.045, 1.319, -0.722, -1.307, -0.335, 0.354, 0.331, 0.408, -1.891, 0.433, 0.282, 0.504, -1.198, 0.442, 0.350, 0.351, -1.313, 0.417, 0.497, -0.147, -1.245, 0.335, 0.411, 0.337, 0.818, -0.193, 0.305, -1.002, -0.767, -0.354, -0.504, 0.310, -1.133, -1.474, 0.522, 0.267, 0.433, 0.352, 0.321, 0.415, 0.324, 0.456, -0.438, 0.553, 0.494, 0.405, 0.471, 0.384, 0.338, -1.208, 0.267, -0.682, -1.076, 0.177, -0.481, -0.042, 0.183, 0.384, 0.220, 0.442, 0.428, -0.131, 0.397, 0.160]}